Entry 1:
Computed, not measured: the molecule C6H7NS3 at a distorted geometry, with wB97M-V/def2-TZVPD.

As for the SMILES: C=C1SC(=S)N(CC)C1=S. The value obtained for the HOMO-LUMO gap is 7.390 eV. The calculation puts the relative energy (zero: lowest compared OMol25 entry of this formula, charge and spin) at 0.0 kcal/mol.

Last column: natural (NBO) charge in e.
Element x y z (Å)
C -1.060 -1.153 -1.566  -0.330
C 0.239 -0.573 -1.168  0.056
C -1.362 0.055 0.754  -0.106
C -1.239 -1.873 -2.632  -0.294
C 1.320 1.126 2.166  -0.609
C 0.984 1.170 0.682  -0.225
N -0.022 0.233 0.313  -0.458
S 1.640 -0.513 -1.957  0.114
S -2.082 0.539 2.130  -0.050
S -2.359 -0.761 -0.479  0.391
H -2.192 -2.359 -2.936  0.213
H -0.500 -2.341 -3.247  0.223
H 0.412 1.179 2.746  0.230
H 1.865 0.157 2.253  0.205
H 1.809 1.928 2.449  0.207
H 0.532 2.170 0.391  0.195
H 2.012 1.018 0.102  0.238


Entry 2:
Computed, not measured: a 8-piece molecular cluster, C24H52N9O9S overall at a distorted geometry, with wB97M-V/def2-TZVPD.

The value obtained for the HOMO-LUMO gap is 4.222 eV. Its charge is -1.

Last column: Mulliken charge in e.
Element x y z (Å)
O 3.909 -4.738 -0.557  -0.322
N 2.884 -4.404 -1.037  0.065
O 1.910 -4.214 -0.073  -0.075
C 1.571 -2.777 0.012  0.142
C 0.383 -2.391 -0.817  -0.335
N -0.922 -2.726 -0.075  -0.222
C -1.346 -3.834 -0.188  0.325
S -1.918 -5.302 0.135  -0.506
H 2.422 -2.212 -0.370  0.281
H 1.451 -2.475 1.056  0.157
H 0.398 -1.302 -0.865  -0.443
C -4.271 -4.954 2.941  0.160
O -4.882 -4.365 2.076  -0.598
N -4.799 -5.921 3.727  0.104
C -4.020 -6.588 4.748  -0.928
C -6.187 -6.295 3.534  -0.923
H -3.212 -4.743 3.161  0.294
H -3.981 -7.661 4.543  0.330
H -4.477 -6.429 5.728  0.330
H -3.005 -6.196 4.764  0.301
H -6.335 -6.651 2.514  0.277
H -6.829 -5.427 3.690  0.281
H -6.459 -7.080 4.236  0.371
C 2.038 -0.454 3.366  -0.036
O 2.319 -1.428 2.687  -0.552
N 1.351 0.610 2.938  0.407
C 1.063 1.746 3.798  -1.065
C 0.872 0.636 1.561  -0.575
H 2.343 -0.373 4.426  0.208
H -0.006 1.876 3.881  0.478
H 1.505 2.645 3.361  0.267
H 1.481 1.588 4.790  0.274
H 0.205 -0.210 1.385  0.461
H 1.714 0.557 0.880  -0.237
H 0.342 1.564 1.373  0.297
C -0.039 4.738 5.333  0.097
O -0.427 3.629 5.031  -0.579
N -0.429 5.876 4.728  0.116
C 0.071 7.174 5.131  -0.921
C -1.383 5.790 3.634  -0.911
H 0.687 4.906 6.148  0.303
H -0.760 7.808 5.449  0.335
H 0.581 7.651 4.291  0.339
H 0.771 7.070 5.957  0.288
H -2.305 5.327 3.985  0.295
H -0.972 5.172 2.835  0.266
H -1.597 6.784 3.251  0.375
C -6.084 -5.964 -4.052  0.114
O -6.870 -6.693 -3.472  -0.607
N -5.045 -5.336 -3.485  0.193
C -4.155 -4.484 -4.247  -0.926
C -4.792 -5.507 -2.059  -0.603
H -6.173 -5.758 -5.134  0.242
H -3.136 -4.870 -4.190  0.331
H -4.175 -3.472 -3.838  0.330
H -4.465 -4.450 -5.291  0.295
H -4.625 -6.562 -1.843  0.298
H -5.658 -5.170 -1.488  0.296
H -3.918 -4.937 -1.764  0.000
C 3.969 2.991 -0.011  0.017
O 2.862 2.861 0.471  -0.546
N 4.881 2.004 -0.108  0.160
C 6.190 2.213 -0.691  -0.922
C 4.530 0.681 0.396  -0.673
H 4.321 3.955 -0.419  0.321
H 6.313 1.549 -1.550  0.329
H 6.959 1.990 0.053  0.336
H 6.304 3.246 -1.020  0.257
H 3.653 0.306 -0.132  0.068
H 4.290 0.740 1.458  0.236
H 5.362 -0.004 0.249  0.400
C 0.395 0.178 -3.198  0.151
O 0.552 0.830 -2.187  -0.635
N -0.740 0.156 -3.929  0.212
C -0.863 -0.639 -5.128  -0.824
C -1.866 0.953 -3.485  -1.020
H 1.189 -0.464 -3.612  0.327
H -1.082 0.009 -5.983  0.347
H -1.674 -1.362 -5.011  0.207
H 0.062 -1.178 -5.320  0.304
H -1.580 2.007 -3.442  0.282
H -2.166 0.640 -2.484  0.291
H -2.701 0.829 -4.171  0.394
C 5.296 5.484 -2.808  0.109
O 5.502 6.062 -1.757  -0.599
N 4.156 5.543 -3.514  0.141
C 3.982 4.822 -4.760  -0.905
C 3.062 6.356 -3.007  -0.951
H 6.061 4.840 -3.275  0.295
H 3.774 5.527 -5.568  0.337
H 3.146 4.126 -4.669  0.321
H 4.883 4.263 -5.002  0.295
H 3.388 7.393 -2.913  0.311
H 2.764 5.999 -2.022  0.279
H 2.215 6.300 -3.686  0.389


What are the total energy values for these records? In order: -40328.83202; -68400.47576 eV.
What are the E_LUMO values for these records? In order: -1.4; 2.0 eV.